(1)
{"formula": "C29H42INO2", "method": "wB97M-V/def2-TZVPD", "species": ["I", "O", "O", "N", "C", "C", "C", "C", "C", "C", "C", "C", "C", "C", "C", "C", "C", "C", "C", "C", "C", "C", "C", "C", "C", "C", "C", "C", "C", "C", "C", "C", "C", "H", "H", "H", "H", "H", "H", "H", "H", "H", "H", "H", "H", "H", "H", "H", "H", "H", "H", "H", "H", "H", "H", "H", "H", "H", "H", "H", "H", "H", "H", "H", "H", "H", "H", "H", "H", "H", "H", "H", "H", "H", "H"], "positions_angstrom": [[7.488, -3.534, 0.453], [1.518, -0.852, 2.483], [5.788, -1.833, 3.681], [3.506, -1.833, 3.197], [-3.317, 1.135, 2.782], [4.880, -1.402, 3.047], [3.610, -0.051, 1.659], [6.005, 0.294, 1.401], [4.919, -0.338, 1.997], [3.093, -3.530, 1.423], [-6.943, 1.472, -3.895], [3.456, -3.223, 2.728], [3.825, -5.556, 3.209], [-4.569, 1.471, -4.901], [-2.727, 2.522, 3.042], [7.469, -1.541, -0.338], [3.804, -4.230, 3.620], [-5.804, 2.284, -4.515], [2.704, -0.918, 2.449], [8.235, -0.557, 0.530], [-7.466, 0.329, -4.764], [3.108, -4.862, 1.017], [5.698, 1.242, 0.418], [4.379, 1.543, 0.093], [3.308, 0.912, 0.713], [-8.064, 0.796, -6.087], [7.425, -0.040, 1.740], [-4.685, 1.768, 0.721], [-3.897, 0.790, -3.712], [-3.635, 0.835, 1.318], [-0.290, 1.888, 2.629], [3.474, -5.871, 1.900], [-1.441, 2.826, 2.275], [-1.143, 3.854, 2.497], [-2.531, 2.619, 4.115], [-8.233, -0.210, -4.200], [7.906, 0.874, 2.090], [2.846, -5.094, -0.003], [-3.596, 1.527, -2.964], [4.064, -3.972, 4.635], [-5.509, 3.061, -3.803], [-6.619, 1.065, -2.933], [7.925, -1.615, -1.318], [-4.829, 0.722, -5.653], [7.502, -0.756, 2.547], [-0.062, 1.938, 3.696], [-3.850, 2.142, -5.376], [6.519, 1.732, -0.087], [-7.770, 2.152, -3.669], [-4.899, 1.488, -0.312], [3.506, -6.899, 1.572], [-0.515, 0.853, 2.379], [0.613, 2.167, 2.082], [-6.668, -0.393, -4.958], [-8.888, 1.492, -5.916], [-3.004, 0.252, -4.031], [6.429, -1.275, -0.489], [9.097, -1.078, 0.935], [2.281, 1.144, 0.479], [-4.561, 0.069, -3.232], [8.588, 0.279, -0.070], [-2.722, 0.879, 0.718], [-4.348, 2.806, 0.718], [-3.996, -0.194, 1.247], [-5.618, 1.711, 1.284], [-3.471, 3.287, 2.804], [-2.631, 0.370, 3.158], [-1.626, 2.788, 1.198], [4.113, -6.327, 3.904], [2.823, -2.779, 0.697], [-8.455, -0.050, -6.654], [-4.233, 1.031, 3.373], [4.205, 2.297, -0.661], [-6.171, 2.812, -5.399], [-7.322, 1.294, -6.713]], "mulliken_charge": [0.004, -0.538, -0.559, 0.106, -0.773, 0.093, 0.505, 0.336, 0.920, -0.188, -0.384, 0.308, -0.617, -0.394, -0.821, -0.989, -0.243, -0.696, -0.247, -0.670, -0.464, -0.786, -0.355, -0.954, -0.656, -1.209, -0.952, -0.905, -1.122, -0.320, -0.919, -0.482, -0.455, 0.378, 0.386, 0.396, 0.384, 0.364, 0.256, 0.421, 0.374, 0.071, 0.473, 0.247, 0.425, 0.302, 0.354, 0.464, 0.400, 0.087, 0.402, 0.297, 0.241, 0.234, 0.294, 0.394, 0.353, 0.488, 0.582, 0.262, 0.374, 0.207, 0.295, 0.388, 0.325, 0.344, 0.325, 0.236, 0.414, 0.393, 0.380, 0.397, 0.415, 0.322, 0.282], "lumo_ev": -0.348, "orbital_gap_ha": 0.3248, "charge": 0, "homo_energy_ev": -9.19, "total_energy_ev": -44441.1970}

(2)
{"formula": "C29H42N7O2S2W", "method": "wB97M-V/def2-TZVPD", "species": ["W", "S", "S", "O", "O", "N", "N", "N", "N", "N", "N", "N", "C", "C", "C", "C", "C", "C", "C", "C", "C", "C", "C", "C", "C", "C", "C", "C", "C", "C", "C", "C", "C", "C", "C", "C", "C", "C", "C", "C", "C", "H", "H", "H", "H", "H", "H", "H", "H", "H", "H", "H", "H", "H", "H", "H", "H", "H", "H", "H", "H", "H", "H", "H", "H", "H", "H", "H", "H", "H", "H", "H", "H", "H", "H", "H", "H", "H", "H", "H", "H", "H", "H"], "positions_angstrom": [[0.470, 0.365, 0.130], [-3.119, -2.386, 0.186], [-1.874, -5.114, 0.222], [2.259, -3.218, 1.101], [-1.654, 0.716, 0.067], [0.711, 2.158, -1.391], [0.044, -0.567, -1.931], [-0.340, -0.990, 1.738], [-4.386, -4.722, 0.210], [0.480, 1.823, 1.877], [2.513, 1.162, -0.311], [1.827, -1.048, 0.464], [1.688, 1.799, 2.486], [3.101, 3.121, -1.875], [-2.556, 2.983, 0.624], [1.484, 4.016, 3.277], [2.238, 2.855, 3.172], [-4.351, -6.182, 0.092], [2.118, 2.426, -0.939], [3.361, 0.147, -0.906], [3.236, -1.032, -0.009], [-1.843, 2.830, 1.972], [4.147, 1.169, -3.094], [-1.373, -0.597, -2.400], [-0.072, -3.115, 2.825], [0.494, -1.994, -1.995], [0.185, 3.998, 2.798], [-1.820, -1.651, 3.497], [-1.166, -2.860, 3.641], [0.565, 1.677, -2.803], [-1.389, -0.757, 2.535], [-3.249, -4.060, 0.217], [0.301, -2.153, 1.919], [-2.669, 1.740, -0.253], [-0.003, 3.462, -1.321], [4.050, 0.167, -2.043], [1.543, -2.258, 1.130], [0.827, 0.200, -2.940], [3.685, 2.417, -3.062], [-0.332, 2.884, 2.139], [-2.898, -6.619, 0.335], [0.514, -4.021, 2.893], [-1.912, 0.172, 2.399], [-0.467, 4.843, 2.975], [-2.563, -7.327, -0.418], [0.020, 3.849, -0.306], [-1.025, 3.345, -1.660], [1.873, 4.892, 3.780], [3.215, 2.761, 3.626], [-1.398, -1.029, -3.402], [-1.968, -1.229, -1.745], [-2.669, -1.391, 4.114], [3.482, -1.963, -0.513], [-2.100, -0.148, 0.166], [1.987, 3.108, -0.099], [4.569, -0.764, -2.248], [-5.018, -6.621, 0.831], [-5.257, -4.212, 0.154], [2.227, 0.861, 2.412], [4.638, 0.832, -3.999], [1.874, -0.036, -2.807], [-2.215, 3.640, 2.597], [-2.197, 1.931, 2.473], [-3.580, 3.279, 0.856], [-1.795, 0.401, -2.453], [0.544, -0.123, -3.945], [-0.070, -2.576, -1.266], [3.896, -0.970, 0.864], [2.646, 4.063, -2.185], [-2.763, -7.062, 1.318], [-1.486, -3.581, 4.382], [-4.696, -6.472, -0.899], [-0.458, 1.903, -3.101], [1.558, -2.067, -1.798], [-2.140, 3.820, 0.069], [0.479, 4.183, -1.984], [2.941, 1.382, 0.588], [3.825, 3.033, -3.944], [0.294, -2.389, -2.992], [1.216, 2.248, -3.464], [3.933, 3.432, -1.231], [-2.568, 1.972, -1.309], [-3.623, 1.238, -0.114]], "mulliken_charge": [3.504, -0.384, -0.031, -0.568, 0.099, 0.281, -0.540, 0.528, -0.220, 0.210, -0.390, 1.204, -0.393, -0.929, -0.820, -0.864, -1.097, -0.621, -0.804, 0.234, -1.772, -1.128, -0.478, -0.858, -0.745, -1.275, -0.681, -1.064, -0.692, -0.871, 0.004, 0.404, 0.620, -0.686, -1.595, -0.259, -0.450, -1.103, -0.770, 0.456, -0.463, 0.630, 0.176, 0.558, 0.385, 0.406, 0.438, 0.503, 0.545, 0.544, -0.030, 0.534, 0.666, -0.504, 0.214, 0.446, 0.318, 0.267, 0.749, 0.462, 0.142, 0.773, 0.180, 0.593, 0.187, 0.709, 0.323, 0.460, 0.348, 0.308, 0.542, 0.307, 0.809, 0.297, 0.424, 0.550, 0.813, 0.472, 0.530, 0.540, 0.477, 0.370, 0.545], "lumo_ev": [-9.209, -9.434], "orbital_gap_ha": [0.2424, 0.2341], "charge": 3, "homo_energy_ev": [-15.81, -15.81], "total_energy_ev": -68752.7904}

(3)
{"formula": "C29H43BBiBrF3N5S2Si2Te", "method": "wB97M-V/def2-TZVPD", "species": ["Bi", "Te", "Br", "S", "S", "Si", "Si", "F", "F", "F", "N", "N", "N", "N", "N", "C", "C", "C", "C", "C", "C", "C", "C", "C", "C", "C", "C", "C", "C", "C", "C", "C", "C", "C", "C", "C", "C", "C", "C", "C", "C", "C", "C", "C", "B", "H", "H", "H", "H", "H", "H", "H", "H", "H", "H", "H", "H", "H", "H", "H", "H", "H", "H", "H", "H", "H", "H", "H", "H", "H", "H", "H", "H", "H", "H", "H", "H", "H", "H", "H", "H", "H", "H", "H", "H", "H", "H", "H"], "positions_angstrom": [[0.256, -0.124, -0.097], [2.536, -2.042, -0.859], [-2.341, 0.267, 2.108], [2.074, 3.439, 2.729], [-2.188, 3.851, -1.985], [5.392, 0.004, -0.444], [2.530, -5.154, 0.322], [-4.197, -4.865, -3.574], [-3.272, -4.033, -5.357], [-2.283, -5.631, -4.264], [1.326, 0.664, -1.851], [-0.881, -1.684, -1.783], [-0.207, -1.444, 2.389], [1.008, 1.801, 1.134], [-0.991, 1.958, -0.809], [5.660, -0.791, 1.236], [-1.049, 4.256, -0.784], [-2.692, -3.220, -1.997], [0.883, -4.326, 4.550], [3.262, -6.280, 1.616], [-0.504, 3.126, -0.262], [1.856, 1.861, 2.137], [-2.589, 1.141, -2.523], [0.978, 4.048, 1.570], [1.911, 1.070, -2.777], [-1.935, -1.834, 3.996], [2.554, 0.682, 2.721], [4.327, -1.122, -1.557], [2.845, -5.788, -1.405], [-2.293, -3.504, -3.293], [3.367, -3.449, 0.513], [7.018, 0.210, -1.333], [-0.502, -1.961, -3.035], [4.485, 1.640, -0.308], [-1.382, -1.165, 2.920], [-1.953, -2.298, -1.279], [-1.195, -2.872, 4.540], [0.048, -3.206, 4.008], [-1.892, 2.194, -1.733], [-3.033, -4.524, -4.135], [0.487, -2.449, 2.930], [-1.184, -2.864, -3.828], [0.696, -4.864, 0.631], [0.494, 3.039, 0.801], [2.733, 1.526, -4.005], [-1.589, -3.424, 5.384], [3.062, -5.930, 2.630], [2.489, -0.170, 2.042], [6.141, -0.084, 1.914], [3.420, 1.502, -0.133], [3.266, -3.071, 1.529], [6.328, -1.650, 1.152], [-3.555, -3.699, -1.557], [7.546, -0.740, -1.426], [1.893, -3.988, 4.778], [3.879, 1.271, -3.718], [0.107, -5.737, 0.345], [2.326, 0.849, -4.916], [3.910, -5.955, -1.570], [7.671, 0.895, -0.791], [-3.170, 0.493, -1.864], [0.306, -4.019, 0.056], [-0.834, 5.281, -0.536], [0.499, -4.670, 1.687], [2.484, -5.112, -2.182], [0.958, -5.138, 3.825], [2.531, 2.700, -4.153], [0.450, -4.733, 5.461], [3.607, 0.898, 2.897], [6.876, 0.616, -2.336], [-3.266, 1.583, -3.250], [-1.859, 0.535, -3.061], [4.432, -3.461, 0.282], [-2.231, -2.043, -0.261], [2.096, 0.405, 3.671], [0.740, 5.096, 1.522], [4.887, -1.984, -1.927], [4.342, -6.371, 1.500], [4.583, 2.190, -1.246], [2.840, -7.282, 1.526], [-0.859, -3.056, -4.841], [4.887, 2.269, 0.488], [4.737, -1.133, 1.711], [2.343, -6.746, -1.552], [-2.900, -1.555, 4.389], [4.013, -0.561, -2.440], [1.451, -2.653, 2.477], [0.369, -1.436, -3.407]], "mulliken_charge": [2.401, 0.071, -0.016, -0.142, -0.123, -0.036, 0.079, -0.262, -0.236, -0.225, -1.067, 0.354, 0.443, 0.598, 0.353, -0.821, -0.552, -0.741, -1.197, -1.071, -0.311, -0.030, -0.959, -0.502, -0.253, -0.856, -0.333, -0.673, -1.087, 0.138, -1.058, -1.067, -0.618, -0.187, 0.167, -0.364, -0.662, 0.580, 0.148, 0.664, -1.184, -0.858, -0.092, -0.352, 0.681, 0.451, 0.320, -0.662, 0.389, -0.386, 0.483, 0.358, 0.590, 0.326, 0.318, -0.080, 0.542, -0.091, 0.348, 0.341, 0.211, -0.287, 0.466, -0.171, 0.341, 0.215, -0.108, 0.422, 0.508, 0.342, 0.539, 0.141, 0.697, 0.423, 0.480, 0.481, 0.659, 0.371, 0.386, 0.356, 0.533, 0.407, 0.053, 0.362, 0.509, 0.263, 0.993, 0.421], "lumo_ev": -5.959, "orbital_gap_ha": 0.2839, "de_lowest_kj_mol": 20.2, "charge": 2, "homo_energy_ev": -13.68, "total_energy_ev": -167640.9585}